(1)
{
  "formula": "C33H31N7O3Re",
  "method": "the ωB97M-V functional and the def2-TZVPD basis",
  "symbols": ["Re", "N", "C", "C", "C", "C", "C", "C", "C", "C", "C", "C", "C", "C", "N", "C", "C", "C", "C", "N", "H", "H", "H", "H", "H", "H", "H", "H", "H", "H", "O", "C", "C", "C", "C", "C", "C", "C", "N", "C", "C", "N", "H", "H", "H", "H", "H", "H", "H", "C", "C", "O", "O", "H", "H", "H", "C", "C", "C", "C", "C", "C", "N", "H", "H", "H", "H", "H", "H", "H", "H", "N", "H", "H", "H"],
  "xyz": [[-0.9917, -0.2061, -0.9829], [3.0730, 2.8829, 8.2576], [2.6876, 2.5257, 7.2353], [2.2014, 2.0765, 5.9462], [3.1029, 1.7325, 4.9439], [2.6327, 1.3232, 3.7077], [1.2663, 1.2255, 3.4567], [0.3748, 1.5722, 4.4683], [0.8339, 1.9997, 5.7043], [0.7610, 0.7886, 2.1134], [-0.1221, -0.2301, 2.0997], [-0.3751, -1.1006, 3.2503], [-1.3279, -1.9685, 2.8614], [-1.6972, -1.6494, 1.5026], [-0.9927, -0.6414, 1.0264], [1.3206, 1.6161, 1.0331], [1.7292, 2.9394, 1.1541], [2.1553, 3.4173, -0.1042], [2.0215, 2.3858, -1.0008], [1.5462, 1.3242, -0.2937], [4.1666, 1.7853, 5.1396], [3.3372, 1.0610, 2.9268], [-0.6894, 1.5106, 4.2760], [0.1358, 2.2790, 6.4823], [0.1548, -1.0838, 4.1899], [-1.7391, -2.7791, 3.4487], [-2.4314, -2.1357, 0.8758], [1.7021, 3.4958, 2.0782], [2.5277, 4.4049, -0.3318], [2.2523, 2.3019, -2.0515], [1.1977, 0.1316, -0.8924], [2.1617, -0.3312, -1.8190], [3.4434, -0.5211, -1.3445], [4.4354, -0.9645, -2.1951], [4.1190, -1.2118, -3.5254], [2.8279, -1.0171, -3.9757], [1.7973, -0.5670, -3.1401], [0.4516, -0.3518, -3.7026], [-0.6665, -0.0227, -3.0708], [-1.6569, 0.1072, -4.0315], [-1.1312, -0.1519, -5.2527], [0.1930, -0.4412, -5.0357], [3.6482, -0.3206, -0.2994], [5.4399, -1.1225, -1.8239], [4.8796, -1.5585, -4.2138], [2.6226, -1.2278, -5.0176], [-2.6700, 0.3535, -3.7512], [-1.5759, -0.1781, -6.2347], [0.8527, -0.6892, -5.7477], [1.2109, -2.9747, 0.3262], [-0.0114, -3.1803, -0.5454], [-0.5690, -4.2623, -0.5623], [-0.3765, -2.1611, -1.2995], [1.3447, -3.8298, 0.9851], [1.1165, -2.0603, 0.9203], [2.0886, -2.8737, -0.3172], [-3.7001, 1.3506, 0.5883], [-4.0047, 0.2382, -0.3778], [-5.2533, -0.2421, -0.6773], [-5.0698, -1.3527, -1.5444], [-3.7181, -1.5104, -1.7395], [-3.0688, -2.6605, -2.4573], [-3.0403, -0.5032, -1.0604], [-4.4896, 1.3914, 1.3404], [-3.6718, 2.3458, 0.1241], [-2.7562, 1.1806, 1.1127], [-6.1859, 0.1437, -0.2864], [-5.8387, -1.9986, -1.9512], [-3.8604, -3.3072, -2.8407], [-2.4310, -3.2528, -1.8010], [-2.4455, -2.3617, -3.2988], [-1.2780, 2.0013, -0.7709], [-1.1949, 2.3040, 0.1943], [-2.1940, 2.2940, -1.0935], [-0.5885, 2.5131, -1.3074]],
  "forces_ev_per_angstrom": [[0.496, 0.096, 0.313], [-0.023, -0.023, -0.077], [-0.108, -0.103, -0.250], [0.075, 0.117, 0.272], [0.116, -0.048, -0.095], [0.147, -0.060, 0.060], [0.108, -0.065, -0.140], [-0.066, 0.065, 0.031], [-0.108, 0.000, -0.013], [0.608, 0.533, -0.056], [-0.406, -0.216, -0.012], [-0.064, 0.115, -0.222], [-0.293, -0.195, -0.086], [-0.160, -0.188, 0.269], [0.277, -0.108, 0.071], [-0.163, 0.220, -0.095], [-0.054, 0.100, 0.042], [-0.004, 0.086, 0.068], [0.008, 0.115, 0.068], [0.129, -0.104, 0.064], [-0.044, 0.003, -0.027], [-0.022, 0.029, 0.037], [0.029, 0.010, 0.027], [0.001, -0.013, -0.019], [-0.024, 0.050, -0.118], [0.013, 0.062, -0.124], [0.018, -0.021, 0.084], [0.010, -0.024, -0.072], [-0.029, -0.111, 0.028], [-0.020, -0.027, 0.095], [-0.082, -0.286, -0.152], [-0.166, 0.146, 0.220], [0.056, -0.020, 0.175], [0.058, -0.034, -0.080], [0.026, 0.014, 0.026], [0.029, -0.066, -0.114], [-0.241, -0.052, -0.183], [0.030, 0.087, 0.060], [-0.439, -0.303, -0.172], [0.082, 0.129, 0.220], [0.103, -0.061, -0.032], [0.019, 0.036, -0.145], [-0.025, 0.000, -0.039], [-0.048, 0.006, -0.023], [-0.048, 0.006, 0.037], [-0.002, -0.025, 0.054], [0.087, -0.107, 0.017], [0.074, 0.010, 0.109], [0.026, 0.035, -0.041], [0.099, 0.145, 0.058], [-0.311, 0.199, -0.046], [0.010, 0.100, -0.120], [0.221, -0.147, 0.252], [0.000, 0.025, -0.032], [0.072, -0.117, -0.116], [0.015, 0.013, 0.029], [-0.134, -0.113, -0.018], [0.202, -0.047, -0.033], [-0.088, -0.149, -0.082], [-0.185, 0.006, 0.074], [0.023, 0.220, -0.091], [-0.116, 0.106, 0.123], [-0.012, -0.071, 0.163], [0.004, 0.000, -0.040], [-0.052, -0.053, 0.105], [-0.108, -0.014, 0.005], [0.071, -0.041, -0.041], [0.102, 0.064, 0.074], [0.003, 0.041, -0.016], [-0.070, 0.027, -0.029], [0.094, 0.108, -0.080], [0.094, -0.279, -0.077], [-0.030, 0.086, 0.020], [0.012, -0.036, -0.070], [0.100, 0.116, -0.071]],
  "multiplicity": 2,
  "lumo_ha": [-0.0430, -0.0403],
  "total_energy_ev": -53424.84375,
  "orbital_gap_ha": [0.1673, 0.1683],
  "total_charge": 0,
  "s_squared": 0.765,
  "e_homo_ev": [-5.723, -5.676]
}

=====

(2)
{
  "formula": "C2H13O4S",
  "method": "the ωB97M-V functional and the def2-TZVPD basis",
  "symbols": ["C", "C", "S", "H", "H", "H", "H", "H", "H", "H", "O", "H", "H", "O", "H", "H", "O", "H", "H", "O"],
  "xyz": [[3.1993, 1.7459, -0.3413], [2.2209, 0.9065, 0.3491], [1.6526, -0.5710, -0.6536], [3.5430, 2.4793, 0.4669], [4.2043, 1.4437, -0.3937], [3.0832, 2.2633, -1.3611], [2.6222, 0.2117, 1.2987], [1.4916, 1.5091, 0.9185], [3.8987, -2.6578, 0.4325], [2.4210, -2.0662, 0.7218], [3.2581, -2.4585, 1.1396], [-6.5915, 0.1878, 1.3331], [-5.2654, 0.8969, 0.8578], [-5.9128, 0.8186, 1.5332], [-0.5979, -0.6982, -1.3670], [-0.6231, 0.7317, -1.0375], [-1.2039, 0.1140, -1.4340], [-2.8496, 0.2087, -0.5205], [-3.7073, 0.3474, 0.6987], [-3.7154, 0.0714, -0.1935]],
  "forces_ev_per_angstrom": [[1.962, 3.421, 0.665], [-0.490, -4.055, 2.572], [-0.286, 0.692, -0.098], [-1.094, 0.508, -1.019], [1.227, -2.113, -0.647], [-0.864, -0.768, 1.663], [-0.001, 2.382, -2.279], [-0.368, -0.202, -0.917], [-0.916, 0.454, 0.252], [1.448, -0.204, -0.169], [-0.298, -0.303, 0.061], [-0.003, -0.457, -0.642], [0.194, -0.304, -1.459], [-0.545, 0.879, 1.980], [-0.847, 1.523, -0.011], [1.194, 1.073, 0.572], [-0.698, -2.267, -0.557], [2.178, 0.085, -1.025], [0.533, 0.124, 1.536], [-2.323, -0.467, -0.478]],
  "multiplicity": 1,
  "lumo_ha": 0.1207,
  "total_energy_ev": -21310.34055,
  "orbital_gap_ha": 0.2445,
  "total_charge": -1,
  "e_homo_ev": -3.369
}

=====

(3)
{
  "formula": "C4H9NO2",
  "method": "the ωB97M-V functional and the def2-TZVPD basis",
  "symbols": ["C", "C", "C", "O", "N", "C", "O", "H", "H", "H", "H", "H", "H", "H", "H", "H"],
  "xyz": [[1.8608, 0.3732, -0.1696], [0.4549, 0.2291, 0.4007], [-0.4828, 1.2843, -0.1955], [-1.6300, 1.4546, 0.1714], [0.0020, -1.1519, 0.2184], [-1.0864, -1.5303, 0.7621], [-1.9764, -0.8305, 1.4657], [2.5198, -0.3644, 0.2933], [2.2614, 1.3733, 0.0265], [1.8686, 0.1948, -1.2510], [0.4706, 0.4398, 1.4820], [-0.0751, 1.9376, -0.9895], [-1.3949, -2.5697, 0.6821], [-1.9030, 0.1248, 1.2275], [-0.5218, -0.2039, -2.3004], [-0.3677, -0.7610, -1.8238]],
  "forces_ev_per_angstrom": [[0.040, 0.016, 0.008], [0.049, 0.082, 0.053], [-0.375, 0.004, 0.112], [0.605, -0.089, -0.093], [-0.615, -0.138, 0.322], [0.358, -0.083, -0.157], [-0.026, 0.254, -0.003], [-0.087, 0.104, -0.039], [-0.029, -0.110, -0.036], [-0.067, 0.031, 0.193], [0.024, 0.116, -0.072], [0.065, -0.080, 0.088], [0.216, -0.035, -0.008], [-0.097, -0.113, 0.105], [-0.009, -0.106, -0.152], [-0.051, 0.148, -0.321]],
  "multiplicity": 1,
  "lumo_ha": 0.0195,
  "total_energy_ev": -9877.39298,
  "orbital_gap_ha": 0.3812,
  "total_charge": 0,
  "smiles": "C[C@@H](C=O)/N=C\\O.[H][H]",
  "e_homo_ev": -9.841
}

=====

(4)
{
  "formula": "C50H40Br2F15GeN2NaP2SSi2",
  "method": "the ωB97M-V functional and the def2-TZVPD basis",
  "symbols": ["Na", "C", "Si", "C", "C", "N", "P", "C", "P", "N", "Si", "C", "C", "C", "C", "C", "C", "C", "C", "C", "C", "C", "C", "C", "C", "C", "C", "C", "C", "C", "C", "C", "C", "C", "C", "C", "C", "C", "H", "H", "H", "H", "H", "H", "H", "H", "H", "H", "H", "H", "H", "H", "H", "H", "H", "H", "H", "H", "H", "H", "H", "H", "H", "H", "H", "H", "H", "H", "H", "H", "H", "H", "H", "H", "H", "H", "Br", "C", "Br", "H", "H", "F", "C", "C", "C", "F", "C", "F", "C", "F", "C", "F", "Ge", "S", "C", "C", "F", "C", "F", "C", "F", "C", "F", "C", "F", "C", "C", "F", "C", "F", "C", "F", "C", "F", "C", "F"],
  "xyz": [[-0.3689, -0.0701, 0.2978], [-2.2243, 2.3522, 4.1172], [-1.0391, 1.1445, 3.3302], [-2.1019, -0.3669, 2.9197], [0.2197, 0.4660, 4.5678], [-0.3865, 1.7028, 1.9260], [0.9577, 2.3843, 1.3263], [1.5443, 1.9014, -0.0851], [0.7321, 1.8679, -1.5768], [-0.7179, 1.1716, -1.7522], [-1.5722, 0.5810, -3.1324], [-3.0499, -0.5253, -2.5795], [-0.7297, -0.6559, -4.3057], [-2.4855, 2.0029, -4.0756], [0.7003, 3.5049, -2.3583], [1.8610, 4.0466, -2.8883], [1.8786, 5.3395, -3.4264], [0.7449, 6.1081, -3.4304], [-0.4703, 5.5972, -2.9321], [-0.4926, 4.3006, -2.3980], [1.8986, 0.9537, -2.6422], [2.0043, 1.1212, -3.9984], [2.8266, 0.3359, -4.7170], [3.6859, -0.6055, -4.1163], [3.7046, -0.7130, -2.7313], [2.7853, 0.0938, -1.9849], [0.6637, 4.2412, 1.4776], [1.5000, 5.0744, 0.7568], [1.3097, 6.4770, 0.8224], [0.2442, 7.0060, 1.6307], [-0.5707, 6.1560, 2.2817], [-0.4037, 4.7949, 2.2270], [2.2938, 2.0707, 2.5529], [2.9855, 0.8962, 2.4264], [3.9669, 0.5423, 3.3533], [4.1891, 1.3314, 4.5074], [3.5407, 2.5628, 4.5700], [2.5913, 2.9337, 3.6243], [-2.9158, 2.6682, 3.2921], [-1.7965, 3.2153, 4.6035], [-2.8395, 1.8659, 4.8809], [-2.6368, -0.8939, 3.7164], [-1.5838, -1.1137, 2.3953], [-2.9990, -0.0597, 2.3377], [-0.2542, 0.3476, 5.5260], [1.1066, 1.1562, 4.6098], [0.6595, -0.5201, 4.1913], [-2.7228, -1.3938, -2.0157], [-3.7351, -0.9045, -3.3525], [-3.7158, -0.0328, -1.9148], [0.1767, -0.4379, -4.8638], [-1.5072, -0.9222, -4.9855], [-0.4934, -1.5769, -3.8028], [-2.0588, 2.9527, -4.1843], [-3.4126, 2.0949, -3.5416], [-2.7049, 1.6264, -5.0819], [2.7642, 3.4995, -2.8202], [2.7582, 5.7543, -3.8382], [0.8231, 7.1281, -3.7407], [-1.2547, 6.3424, -2.7898], [-1.4668, 3.9796, -1.9322], [1.3314, 1.8530, -4.4943], [2.9286, 0.4890, -5.8306], [4.3244, -1.1798, -4.7801], [4.4450, -1.3924, -2.2669], [2.7772, 0.0165, -0.9003], [2.1623, 4.5297, 0.1920], [1.9847, 7.1747, 0.3824], [0.1862, 8.1113, 1.7492], [-1.2925, 6.4521, 3.0528], [-1.1242, 4.1161, 2.6705], [2.7662, 0.2286, 1.6078], [4.4689, -0.4001, 3.2764], [4.9410, 1.0085, 5.2815], [3.7044, 3.2128, 5.4125], [2.0387, 3.8715, 3.6860], [-4.3974, 1.7800, 0.3521], [-2.9982, 2.9882, -0.1893], [-3.4074, 4.9081, 0.1897], [-2.9519, 2.8792, -1.2905], [-2.1726, 2.6194, 0.4009], [-2.5691, -4.5287, -1.4661], [-1.3451, -4.3059, -2.0260], [-0.1558, -4.2198, -1.2856], [1.0463, -4.1376, -2.0833], [2.2656, -4.0703, -1.5521], [0.9784, -4.2929, -3.4787], [2.0804, -4.4727, -4.2591], [-0.2098, -4.3259, -4.1304], [-0.2930, -4.6281, -5.4307], [-1.3354, -4.3022, -3.3946], [-2.5249, -4.4574, -4.0405], [0.0838, -3.9327, 0.6258], [1.0753, -2.2191, 1.2747], [0.9180, -5.6586, 1.3918], [1.1769, -6.7849, 0.6161], [0.8356, -6.7187, -0.7002], [1.7535, -7.9769, 1.0591], [1.8352, -9.0484, 0.2867], [1.9404, -8.1580, 2.3890], [2.4113, -9.2792, 2.9308], [1.7479, -7.0193, 3.2182], [2.0311, -7.2663, 4.5116], [1.3030, -5.7812, 2.7332], [1.1181, -4.7694, 3.5677], [-1.8193, -4.0377, 1.3786], [-2.7156, -3.0139, 1.0038], [-2.4228, -2.0470, 0.1112], [-4.0473, -2.9241, 1.4129], [-4.8277, -1.9168, 0.9292], [-4.5247, -3.9340, 2.2007], [-5.8027, -3.9323, 2.6079], [-3.7277, -4.9404, 2.6486], [-4.3188, -5.9513, 3.3237], [-2.4052, -5.0254, 2.2357], [-1.6772, -6.0909, 2.6146]],
  "forces_ev_per_angstrom": [[-0.022, 0.159, 0.013], [-1.039, -0.086, -0.235], [0.212, -1.187, 0.564], [-2.243, 1.068, 0.472], [1.480, -0.108, -1.192], [0.506, 0.585, -1.030], [-1.472, 0.648, 1.894], [-0.552, -0.340, -2.784], [0.518, -0.509, 1.431], [-0.343, -0.470, -0.728], [-0.139, 0.321, 0.898], [0.352, -0.193, -0.485], [0.497, 0.535, 0.159], [0.182, -2.207, -0.293], [-1.419, 1.067, -0.465], [-0.650, 1.060, -0.045], [-0.507, -0.972, 0.352], [-0.906, -0.473, 0.401], [1.221, 0.193, 0.587], [-0.345, 0.171, 0.322], [0.863, -0.134, 1.481], [-1.848, 1.104, -0.351], [1.981, -0.924, -2.421], [-0.466, 0.638, -0.164], [-0.524, 0.434, 0.175], [0.958, -1.252, -0.894], [-1.149, -0.457, 0.672], [-1.944, 2.223, 1.390], [-1.206, -0.867, 1.216], [2.692, 1.285, -1.662], [-1.499, -0.659, 2.147], [1.114, -1.543, -1.235], [-0.366, 1.425, 0.346], [1.063, -0.760, 0.413], [-0.542, 0.502, 1.254], [0.719, -0.352, -0.808], [-0.299, -0.086, 0.363], [-0.068, -0.484, -0.672], [0.460, -0.021, 0.686], [0.281, 0.434, -0.056], [-0.067, -0.135, -0.052], [0.499, 0.070, 0.612], [0.953, -1.001, -0.841], [0.641, 0.056, -0.305], [0.026, -0.196, 0.649], [-0.914, -0.582, 0.403], [-0.794, 1.119, 0.515], [0.288, -0.218, -0.079], [0.492, 0.110, -0.302], [-0.507, 0.829, 0.826], [-0.099, 0.439, -0.066], [-0.702, -0.209, -0.862], [0.042, -0.412, 0.729], [0.942, 1.308, 0.024], [-0.706, 0.171, 0.216], [-0.216, 0.041, 0.020], [0.785, -0.556, -0.027], [1.049, 0.255, -0.257], [-0.165, 0.514, -0.310], [-0.301, -0.672, -0.167], [1.499, 0.035, -0.622], [0.580, -0.508, 0.246], [-0.297, -0.260, 1.224], [0.100, -0.089, 0.287], [-0.735, 0.483, -0.021], [-0.140, 0.211, -0.192], [2.079, -0.478, -1.568], [0.376, 0.259, -0.580], [-0.124, -0.940, -0.109], [-0.076, 0.535, -0.693], [0.228, 0.143, 0.223], [-0.013, -0.008, -0.209], [0.231, -0.417, -0.186], [-0.944, 0.442, -0.883], [0.145, 0.196, 0.238], [0.245, -0.131, 0.190], [-0.469, 0.061, 0.125], [-0.864, 0.275, -0.663], [0.206, -1.066, -0.135], [0.368, 0.132, 1.003], [0.740, 0.497, -0.160], [0.950, 0.390, -0.041], [0.400, -0.204, 1.131], [1.182, 0.597, -1.817], [-1.779, -0.544, -0.591], [-0.295, -0.046, 0.294], [1.990, 0.192, 0.390], [-0.306, 0.297, 0.826], [0.033, -0.695, -0.837], [0.215, 0.423, 0.049], [-2.845, -0.327, -0.267], [0.576, 0.129, 0.233], [-0.558, -0.872, 1.506], [0.209, 0.211, -0.101], [0.516, -0.410, -0.300], [-0.166, 0.946, -0.493], [0.254, -0.581, 0.373], [-1.259, -0.034, -0.232], [0.308, -0.500, -1.044], [0.301, 2.422, 1.459], [-0.149, -0.101, -0.213], [0.255, -0.777, -0.172], [-0.119, 0.665, 0.170], [-0.280, -1.229, -0.422], [0.068, -0.021, 0.358], [-1.266, 0.043, 0.256], [-0.313, -0.418, 0.182], [0.957, -0.305, 0.194], [0.444, 0.516, -0.851], [0.518, -1.082, 0.710], [-1.412, 0.999, 0.430], [-0.118, 0.059, -0.134], [0.931, -1.517, -0.161], [0.340, 0.241, 0.132], [0.760, 1.363, -1.059], [-0.275, 0.102, 0.083]],
  "multiplicity": 1,
  "lumo_ha": 0.1280,
  "total_energy_ev": -342430.24490,
  "orbital_gap_ha": 0.2022,
  "total_charge": -2,
  "e_homo_ev": -2.018
}